Computed, not measured: 6 unconnected molecules or ions with the total composition C18H42O12P2 in a non-equilibrium geometry, with wB97M-V/def2-TZVPD.

The SMILES is COP(=O)(OC)OC.COP(=O)(OC)OC.CC(C)=O.CC(C)=O.CC(C)=O.CC(C)=O. Its strongest force on any atom is 0.215 hartree/bohr. The calculation puts the LUMO energy at 0.23 eV. The energy above the lowest of the compared OMol25 structures with the same formula, charge and spin is 0.0 kJ/mol. Its multiplicity is 1. The value obtained for the HOMO-LUMO gap is 9.54 eV.

Cartesian coordinates (Å):
1 C -59.32191 -39.76906 111.76530
2 O -58.80572 -38.47373 111.70783
3 P -58.73965 -37.62479 113.03798
4 O -59.92314 -37.97922 113.98128
5 O -57.36721 -38.07875 113.62113
6 C -57.26368 -38.70947 114.83966
7 O -58.55793 -36.06350 112.92450
8 C -59.28811 -35.16741 113.80734
9 H -60.52018 -39.55602 111.68986
10 H -59.17373 -40.24229 112.85115
11 H -59.01993 -40.37499 110.93415
12 H -57.55647 -39.73979 114.77451
13 H -57.97703 -38.34896 115.50646
14 H -56.34239 -38.73780 115.14960
15 H -58.82112 -34.10641 113.46124
16 H -59.20330 -35.30454 114.86758
17 H -60.27840 -35.26460 113.53284
18 C -60.87951 -37.18730 108.28445
19 O -61.56772 -37.92368 109.32730
20 P -62.27034 -37.03902 110.44124
21 O -61.15491 -36.41806 111.27673
22 O -63.03554 -35.78343 109.78245
23 C -63.94920 -35.08399 110.51663
24 O -63.37542 -37.70010 111.37755
25 C -63.02243 -38.10492 112.62616
26 H -60.01696 -36.71366 108.59299
27 H -61.25623 -36.63830 107.66696
28 H -60.54059 -37.81724 107.57661
29 H -64.05587 -34.10925 109.90229
30 H -63.45040 -34.68314 111.32511
31 H -64.70411 -35.74444 110.86785
32 H -62.13949 -38.89013 112.73715
33 H -63.72376 -38.58567 113.20827
34 H -62.84858 -37.26807 113.32910
35 C -56.07265 -35.61304 110.05191
36 C -57.11929 -36.27273 109.16457
37 C -56.96779 -37.76371 108.84937
38 O -57.89494 -35.48388 108.54474
39 H -56.46507 -34.65111 110.38238
40 H -55.21729 -35.76300 109.58161
41 H -55.93359 -36.32617 110.91108
42 H -57.28161 -37.91147 107.87048
43 H -57.40518 -38.57287 109.58524
44 H -56.00475 -38.17726 108.92790
45 C -56.12734 -43.00645 118.36479
46 C -56.34184 -41.69228 119.08205
47 C -57.01229 -40.71211 118.24438
48 O -56.31451 -41.56334 120.26975
49 H -56.43202 -43.76364 119.10262
50 H -55.10964 -43.05676 118.14898
51 H -56.65925 -42.84747 117.30884
52 H -57.02227 -39.78912 118.62474
53 H -57.98117 -40.99696 118.01080
54 H -56.30481 -40.55828 117.24347
55 C -59.73547 -33.45464 110.19867
56 C -60.35110 -32.14897 110.52573
57 C -61.37557 -32.25556 111.55728
58 O -60.02340 -31.07403 109.95950
59 H -59.24893 -33.91581 111.09796
60 H -58.98098 -33.32205 109.47776
61 H -60.57349 -34.04574 110.01538
62 H -61.13348 -31.20024 112.14789
63 H -61.35796 -33.07593 112.25339
64 H -62.39689 -32.22631 111.23864
65 C -59.45934 -40.88267 107.21478
66 C -58.82262 -42.30441 107.13116
67 C -59.17198 -43.31558 108.09566
68 O -57.83457 -42.53835 106.32979
69 H -59.23012 -40.48374 108.24291
70 H -60.54897 -40.92360 106.86848
71 H -59.04269 -40.26595 106.45419
72 H -60.01365 -43.88548 107.66898
73 H -59.48158 -42.77131 108.96824
74 H -58.37233 -43.97835 108.47154